[1]
ORCA calculation (wB97M-V/def2-TZVPD) on a single C6H6 molecule.

XYZ file:
```
12
Properties=species:S:1:pos:R:3:forces:R:3
C 2.8196 0.5883 0.4739 -0.51 -0.06 0.13
C 1.6591 0.3910 0.7295 0.48 0.09 -0.09
C 0.2378 0.0918 0.9700 -0.10 0.03 0.03
C -0.2868 -0.6510 -0.2239 0.03 0.04 -0.05
C -1.4073 -0.3894 -0.9446 0.14 0.13 0.00
C -2.4299 0.5032 -0.4842 0.36 0.05 -0.21
H 3.8501 0.7748 0.2592 -0.22 -0.03 0.06
H -0.3481 1.0006 1.1285 0.06 -0.14 0.02
H 0.1525 -0.5285 1.8719 -0.01 0.03 -0.12
H -1.4217 -0.9057 -1.9009 -0.36 -0.24 -0.07
H 0.3707 -1.4403 -0.5922 0.02 0.17 0.04
H -3.1961 0.5652 -1.2871 0.12 -0.07 0.27
```
Forces are in eV/Å.

Computed properties:
2S+1 = 1
Net charge = 0
E_HOMO (alpha / beta) = -0.312 / -0.312 Eh
HOMO-LUMO gap (alpha / beta) = 7.42 / 7.40 eV
DFT total energy = -231.993525 Ha
Relative energy (zero: lowest compared OMol25 entry of this formula, charge and spin) = 6.335 eV
Largest force on an atom = 0.531 eV Å⁻¹

[2]
ORCA calculation (wB97M-V/def2-TZVPD) on 2 unconnected molecules or ions with the total composition C3H9N4.

XYZ file:
```
16
Properties=species:S:1:pos:R:3:forces:R:3
C -1.0900 1.7032 -0.2584 -2.25 -0.34 1.18
C 0.1430 2.1568 -0.5988 1.85 2.18 0.04
C 0.6492 -1.2582 -1.1359 -3.08 -1.07 2.11
N -1.0027 0.3610 -0.3514 -1.81 1.10 -0.14
N 0.9100 1.1048 -0.8889 0.26 -0.60 -0.82
N 0.1701 -1.0179 1.7270 1.24 0.99 2.45
N 0.1667 0.0366 -0.7872 2.00 1.91 0.00
H -2.0465 2.1530 0.1149 1.33 -0.35 -0.54
H 0.6076 3.2017 -0.6100 -1.05 -1.82 -0.04
H 0.8702 -0.2544 2.1785 -2.36 -2.36 -1.06
H 0.7467 -1.8750 1.6976 -0.41 0.54 0.22
H 1.1777 -1.6992 -0.3477 0.95 -0.26 1.15
H -0.2514 -1.8638 -1.2234 0.18 -0.24 -0.56
H 1.2195 -1.2211 -1.9619 1.67 0.29 -3.06
H -1.6795 -0.2853 0.0125 -0.01 -0.55 -0.13
H -0.5906 -1.2422 2.4330 1.49 0.58 -0.81
```
Forces are in eV/Å.

Computed properties:
2S+1 = 1
Net charge = +1
E_HOMO = -0.538 Eh
HOMO-LUMO gap = 10.69 eV
DFT total energy = -338.421203 Ha
Relative energy (zero: lowest compared OMol25 entry of this formula, charge and spin) = 2.711 eV
Largest force on an atom = 3.885 eV Å⁻¹

[3]
ORCA calculation (wB97M-V/def2-TZVPD) on 2 unconnected molecules or ions with the total composition BrH4N2P.

XYZ file:
```
8
Properties=species:S:1:pos:R:3:forces:R:3
N 1.1839 0.8084 -0.1517 -0.19 0.61 1.97
N -0.8299 -0.3815 0.8656 -0.65 -0.48 -2.48
P 0.1348 0.8573 1.1263 0.96 -0.62 -0.83
Br -0.8796 -1.4976 -2.3403 0.09 0.32 0.85
H 1.2015 -0.0331 -0.7050 -0.08 -0.31 -0.85
H 2.0756 1.3138 -0.0133 -0.96 -0.27 -0.50
H -1.3156 -0.9460 1.4932 -0.91 -0.08 2.38
H -1.2120 -0.8512 -0.0388 1.74 0.84 -0.53
```
Forces are in eV/Å.

Computed properties:
2S+1 = 1
Net charge = 0
E_HOMO = -0.282 Eh
HOMO-LUMO gap = 5.61 eV
DFT total energy = -3027.265434 Ha
Relative energy (zero: lowest compared OMol25 entry of this formula, charge and spin) = 1.486 eV
Largest force on an atom = 2.612 eV Å⁻¹

[4]
ORCA calculation (wB97M-V/def2-TZVPD) on a molecular structure, C28H39InN3O3Si.

XYZ file:
```
75
Properties=species:S:1:pos:R:3:forces:R:3
In 1.8123 1.4672 -0.8388 0.81 -0.51 0.58
C 1.4252 -1.7665 2.1458 -1.08 -0.49 0.12
O 0.8348 -1.2158 3.3056 0.22 0.05 -0.43
C 1.7269 -0.7532 4.3276 -0.84 0.22 0.77
C 2.7520 0.2539 3.8706 0.20 0.29 0.38
O 2.2744 1.1920 2.9381 0.08 -0.11 -0.40
C 1.2346 2.0620 3.3489 -0.38 -0.68 0.78
C 0.8603 2.9842 2.2252 0.13 0.71 0.35
O 0.0952 2.2822 1.2829 -1.71 -0.24 -0.68
C -1.1332 2.9447 0.9088 0.62 1.82 -0.25
H 1.7462 -2.8323 2.3641 -0.04 1.28 -0.64
H -0.3445 -0.9575 1.2866 0.39 -0.57 -0.17
H 2.1696 -1.0849 1.7026 -0.07 -0.50 0.14
H 1.0799 -0.2355 5.0583 -0.01 -0.57 -0.31
H 2.1955 -1.6101 4.8430 0.00 0.32 -0.20
H 3.2130 0.7238 4.7629 -0.41 0.00 -0.18
H 3.5625 -0.2757 3.4188 0.64 -0.12 -0.76
H 0.3510 1.4780 3.7036 0.35 0.38 -0.43
H 1.5566 2.6551 4.1918 0.35 0.33 0.48
H 0.3348 3.8897 2.6375 0.27 -0.88 -0.41
H 1.7701 3.3298 1.7188 0.05 0.11 0.20
H -0.8517 3.9350 0.4062 -0.57 -1.17 0.71
H -1.6956 2.3683 0.1950 0.29 -0.53 -0.37
H -1.8477 3.1400 1.7374 0.82 -0.11 0.00
C 2.9086 5.3103 -1.0137 -0.38 -1.85 0.46
C 1.4878 4.9893 -1.4482 0.63 -0.37 0.13
C 0.5287 5.9128 -1.8163 0.53 0.08 -0.31
C -0.6473 5.4302 -2.4075 -0.70 -0.08 0.53
C -0.8789 4.0758 -2.5366 0.68 -0.46 0.09
C 0.1460 3.1663 -2.0957 -0.83 1.09 0.13
N 1.2564 3.6591 -1.4925 -0.21 0.68 -0.68
N 0.1202 1.8357 -2.1348 -0.72 -1.39 -0.18
Si -0.9594 0.6397 -2.8086 0.59 0.89 -0.63
C -1.1297 1.0695 -4.6198 0.29 -0.15 -0.70
C -0.1497 -1.0585 -2.6130 0.17 0.45 -0.54
C -2.5832 0.7435 -1.9082 0.33 -0.59 0.98
H 3.2303 6.2980 -1.2737 0.18 0.46 0.06
H 3.5751 4.5176 -1.4478 -0.50 0.98 0.07
H 2.9680 5.0889 0.0681 0.13 0.60 -0.25
H 0.7293 6.9837 -1.7315 -0.08 -0.43 -0.09
H -1.4187 6.1595 -2.6686 0.19 -0.33 -0.15
H -1.7884 3.6268 -2.9325 0.15 0.45 -0.08
H -0.1597 1.1267 -5.1263 0.22 -0.04 0.38
H -1.5872 2.0233 -4.8685 -0.24 0.21 0.37
H -1.6550 0.3368 -5.2182 -0.43 -0.39 0.01
H 0.8230 -1.1012 -3.1443 -0.34 0.11 0.54
H -0.7570 -1.8382 -3.0693 -0.25 -0.04 0.02
H -0.0508 -1.2783 -1.5525 0.30 -0.14 0.08
H -2.7912 1.8119 -1.8412 -0.22 -0.03 0.36
H -2.4693 0.2643 -0.8983 -0.05 0.75 -0.55
H -3.4395 0.2493 -2.3301 -0.34 -0.20 -0.54
N 0.2229 -1.8158 1.1954 1.06 0.50 1.24
C -0.2956 -2.8696 0.6420 -0.79 0.03 0.01
C -1.7363 -2.7967 0.3071 -0.29 -0.48 0.46
C -2.3219 -3.5640 -0.7101 0.77 0.42 -0.65
C -3.6916 -3.5482 -0.9188 -0.69 -1.04 -0.45
C -4.5557 -2.8966 -0.0392 1.15 0.46 -0.02
C -3.9592 -2.1094 0.9585 -0.65 -0.26 -0.02
C -2.5881 -2.0654 1.1561 0.22 0.23 0.06
C 0.5429 -4.0526 0.4163 0.03 0.19 -0.57
C 0.1140 -5.3681 0.6407 0.99 0.16 -0.26
C 0.9791 -6.4279 0.3988 0.60 1.73 -0.80
C 2.2119 -6.1679 -0.2051 0.24 -0.95 0.40
C 2.6298 -4.8791 -0.4470 0.15 0.77 0.06
C 1.8039 -3.8135 -0.1440 -0.35 -0.02 -0.07
H -1.6646 -4.0623 -1.4354 -0.35 0.01 0.43
H -4.1120 -4.1478 -1.7520 0.37 0.50 0.62
H -5.6374 -2.9668 -0.1489 0.33 0.11 0.04
H -4.6168 -1.5598 1.6109 0.03 0.14 0.25
H -2.1761 -1.4871 2.0034 -0.37 -0.41 -0.51
H -0.8652 -5.5453 0.9758 -1.12 -0.20 0.64
H 0.7597 -7.4290 0.6130 -0.71 -1.15 0.28
H 2.8417 -7.0317 -0.4514 -0.11 0.52 0.11
H 3.6030 -4.6037 -0.8153 0.21 -0.47 -0.38
H 2.0810 -2.8092 -0.4620 0.05 -0.10 0.35
```
Forces are in eV/Å.

Computed properties:
2S+1 = 1
Net charge = +1
E_HOMO = -0.351 Eh
HOMO-LUMO gap = 5.59 eV
DFT total energy = -1959.747377 Ha
Relative energy (zero: lowest compared OMol25 entry of this formula, charge and spin) = 0.000 eV
Largest force on an atom = 1.995 eV Å⁻¹

[5]
ORCA calculation (wB97M-V/def2-TZVPD) on a single C6H5NO molecule.

XYZ file:
```
13
Properties=species:S:1:pos:R:3:forces:R:3
O -2.8836 -0.4310 -0.2771 4.72 6.87 4.58
C -2.0603 0.5375 0.3162 -1.56 -3.65 -3.98
C -0.5258 0.3408 0.0814 2.74 -0.57 0.22
C 0.5791 1.3366 -0.1014 -4.30 -0.84 0.87
C 1.8941 0.9401 -0.2932 -0.84 0.43 1.49
C 2.0385 -0.3944 0.0378 5.20 -2.38 3.77
N 1.2613 -1.4662 0.0924 -2.52 3.10 -0.22
C -0.0141 -0.9819 0.0400 -3.41 -2.72 -3.48
H -2.2801 1.6173 0.8823 -0.39 -3.04 -1.44
H 0.0188 2.2578 0.0598 1.57 1.04 -0.59
H 2.8382 1.5113 -0.1697 -1.24 0.11 -0.55
H 3.0077 -0.6327 0.7662 -1.45 0.66 -2.83
H -0.8140 -1.7146 -0.4539 1.50 0.98 2.17
```
Forces are in eV/Å.

Computed properties:
2S+1 = 1
Net charge = 0
E_HOMO = -0.347 Eh
HOMO-LUMO gap = 8.60 eV
DFT total energy = -361.448806 Ha
Relative energy (zero: lowest compared OMol25 entry of this formula, charge and spin) = 3.685 eV
Largest force on an atom = 9.506 eV Å⁻¹

[6]
ORCA calculation (wB97M-V/def2-TZVPD) on a molecular structure, C18H20N2OS.

XYZ file:
```
42
Properties=species:S:1:pos:R:3:forces:R:3
C 5.0142 2.4773 -1.3416 -4.39 -0.39 1.31
C 5.1940 1.1217 -0.7730 -4.82 3.72 1.20
C 4.1742 0.8198 0.0534 -5.58 -3.84 4.35
C 4.1099 -0.5446 0.6736 -0.96 2.79 -1.22
C 5.1642 -1.5359 0.3092 -9.69 -0.09 7.50
C 6.0987 -1.0480 -0.3299 6.68 -0.20 -4.26
C 6.0187 0.1518 -0.8329 8.46 3.86 -8.00
H 6.8852 0.6032 -1.7830 -1.71 -2.11 2.93
H 6.9355 -1.5963 -0.6563 1.01 -0.90 0.04
H 5.1978 -2.3642 0.9443 -0.07 -1.76 0.27
O 3.0568 -0.7990 1.5845 4.73 -2.53 -1.48
C 1.8082 -0.1929 1.6611 2.23 0.80 1.56
C 0.9697 -0.6019 0.4688 1.89 19.56 1.86
C 0.5460 -1.7806 0.4435 -2.12 -13.35 -3.72
H -0.0854 -2.2234 1.1214 -1.44 0.14 2.63
H 1.3214 -2.5480 0.4027 0.50 -0.18 -0.19
S -0.4463 -2.2731 -1.0365 -1.39 1.02 0.29
C -1.9796 -1.3702 -0.5044 2.99 -0.63 -2.34
N -2.0273 -0.6201 0.4952 -3.07 0.57 4.21
C -3.4479 -0.1992 0.6253 5.36 -3.74 -12.10
C -4.1967 0.4653 1.3559 -3.60 4.71 9.54
C -5.5556 0.9267 1.2680 8.29 -8.73 -13.06
C -6.0237 0.6185 -0.0641 -3.75 1.87 6.50
C -5.3589 -0.1601 -0.8879 2.70 -2.46 -9.76
C -4.0046 -0.4060 -0.9782 2.81 -1.32 8.41
N -2.9434 -1.2429 -1.4274 -4.53 -0.80 -4.33
H -3.0730 -1.8481 -2.3411 0.78 1.63 2.75
H -5.6896 -0.3098 -2.0490 -0.81 0.20 2.75
C -7.5048 0.9012 -0.2929 8.37 7.87 -8.43
H -7.7037 0.5835 -1.3254 -0.11 0.18 0.02
H -7.4973 2.1326 -0.3917 -0.88 -3.10 0.69
H -8.1404 0.4840 0.2012 -7.02 -4.26 6.63
H -5.9986 1.4301 1.8435 -6.17 6.98 8.51
H -3.7395 0.6014 2.3772 -0.35 0.23 -0.64
H 0.0306 0.1234 0.7767 1.70 -1.46 -1.18
H 1.4743 0.1309 -0.2952 -1.11 -2.65 -0.03
H 1.4948 -0.7372 2.4809 -1.55 -1.09 1.92
H 2.1090 0.7876 2.2455 -1.79 -0.48 -2.34
H 3.1770 1.4554 0.2635 2.72 -1.09 -0.53
H 5.7548 2.8173 -1.8908 3.56 1.48 -3.10
H 4.9028 3.1817 -0.5208 0.12 0.03 0.26
H 3.9785 2.5882 -1.8735 2.02 -0.48 0.58
```
Forces are in eV/Å.

Computed properties:
2S+1 = 1
Net charge = 0
E_HOMO = -0.297 Eh
HOMO-LUMO gap = 8.50 eV
DFT total energy = -1280.312125 Ha
Relative energy (zero: lowest compared OMol25 entry of this formula, charge and spin) = 15.538 eV
Largest force on an atom = 19.740 eV Å⁻¹